The following is a quantum chemistry calculation of a cluster of 11 separate species, C33H66O11 in total, from OMol25.

Output
ΔE to the lowest compared entry with this formula, charge and spin   0.0 kJ/mol
Kohn-Sham gap   0.340 hartree
E_tot   -57813.559 eV
Lowest unoccupied orbital energy   0.00487 Eh
Highest occupied orbital energy   -9.1 eV
Charge   0
Spin multiplicity   1

Geometry as XYZ:
```
110
C33H66O11 | OMol25 | ωB97M-V/def2-TZVPD
C -4.3207 1.6728 0.6902
C -4.7619 3.1123 0.8763
C -5.4370 3.7665 -0.3121
O -4.6383 3.6797 1.9293
H -3.2578 1.5601 0.9117
H -4.4462 1.3669 -0.3510
H -4.9083 1.0316 1.3424
H -6.0994 3.0449 -0.7940
H -4.6708 4.1124 -1.0090
H -6.0118 4.6375 -0.0073
C -4.0644 -1.5859 -2.9734
C -3.0675 -0.5531 -2.5362
C -2.8364 0.6456 -3.4128
O -2.4546 -0.6503 -1.4989
H -3.8886 -1.8574 -4.0185
H -5.0892 -1.2205 -2.9078
H -3.9331 -2.4923 -2.3880
H -1.8205 1.0047 -3.2696
H -3.5192 1.4283 -3.0491
H -3.0832 0.5545 -4.4693
C 3.7100 1.5376 -3.3009
C 3.1241 2.7111 -2.5614
C 3.9685 3.3559 -1.4920
O 2.0106 3.1213 -2.7936
H 4.3503 1.8419 -4.1277
H 2.8881 0.9349 -3.6869
H 4.2894 0.9232 -2.6095
H 3.6138 3.0865 -0.4959
H 3.9018 4.4408 -1.5914
H 5.0214 3.0809 -1.5568
C 2.4326 3.7985 2.6649
C 2.3289 4.9594 1.7040
C 1.2656 4.9044 0.6371
O 3.0676 5.9108 1.7966
H 3.4224 3.8161 3.1180
H 2.2530 2.8398 2.1789
H 1.6968 3.9233 3.4638
H 1.5900 4.2173 -0.1478
H 1.1497 5.9089 0.2378
H 0.3219 4.5308 1.0370
C -0.1128 -0.5305 1.0751
C 1.0483 0.1597 0.4103
C 0.9461 0.3305 -1.0786
O 1.9653 0.6349 1.0348
H -1.0439 -0.2967 0.5632
H -0.1268 -0.3731 2.1494
H 0.0882 -1.6014 0.9212
H 1.9313 0.1858 -1.5364
H 0.6148 1.3469 -1.2937
H 0.3200 -0.3982 -1.5944
C 2.8294 -1.8493 5.4259
C 3.4223 -0.5060 5.0649
C 2.4592 0.6392 4.9194
O 4.6121 -0.3681 4.9043
H 2.5434 -1.9315 6.4742
H 3.5732 -2.6144 5.2141
H 1.9583 -2.0203 4.7919
H 2.9595 1.5850 5.1226
H 1.5676 0.5226 5.5312
H 2.1525 0.6823 3.8659
C 3.4255 -2.6988 0.9131
C 2.8067 -3.3102 2.1486
C 3.6904 -4.2671 2.9130
O 1.7545 -2.9150 2.5840
H 2.7389 -2.0051 0.4305
H 3.7096 -3.4890 0.2167
H 4.2808 -2.1011 1.2332
H 4.6471 -3.7990 3.1467
H 3.8299 -5.1941 2.3556
H 3.2230 -4.5010 3.8690
C -3.5378 -1.8453 1.3765
C -3.9798 -1.3584 2.7377
C -5.4610 -1.4018 3.0266
O -3.1978 -0.9268 3.5478
H -4.0104 -2.8088 1.1760
H -2.4616 -1.9358 1.3045
H -3.8779 -1.0915 0.6638
H -6.0154 -0.7993 2.3076
H -5.6301 -1.0453 4.0405
H -5.8275 -2.4305 2.9880
C -2.6384 5.0436 -3.3563
C -2.0810 4.6795 -1.9993
C -1.0586 3.5667 -1.9149
O -2.3969 5.2659 -0.9914
H -1.8525 5.5544 -3.9144
H -3.4780 5.7222 -3.2188
H -2.9403 4.1421 -3.8899
H -0.5744 3.2606 -2.8352
H -1.6289 2.7197 -1.5086
H -0.3787 3.8916 -1.1324
C 1.6188 -2.9460 -3.4116
C 3.0361 -2.8497 -2.8986
C 3.8323 -4.1274 -2.8601
O 3.5138 -1.7877 -2.5799
H 1.5853 -2.5967 -4.4464
H 0.9461 -2.3327 -2.8145
H 1.2525 -3.9728 -3.4226
H 3.2456 -4.9173 -2.3905
H 4.7929 -3.9799 -2.3720
H 4.0532 -4.4395 -3.8860
C -1.5726 -3.7952 -0.7105
C -0.5744 -4.8857 -1.0088
C 0.1744 -5.4502 0.1617
O -0.4107 -5.2896 -2.1371
H -2.3328 -3.8360 -1.4889
H -1.0772 -2.8299 -0.8369
H -2.0465 -3.8891 0.2588
H 0.7984 -6.2936 -0.1202
H -0.5183 -5.7409 0.9533
H 0.7981 -4.6617 0.6004
```


The following is a quantum chemistry calculation of an isolated molecule of C2HClN2O, from OMol25.

Output
ΔE to the lowest compared entry with this formula, charge and spin   411.6 kJ/mol
Kohn-Sham gap   0.407 hartree
E_tot   -19635.648 eV
Lowest unoccupied orbital energy   0.02759 Eh
Highest occupied orbital energy   -10.3 eV
Charge   0
Spin multiplicity   1

Geometry as XYZ:
```
7
C2HClN2O | OMol25 | ωB97M-V/def2-TZVPD
Cl -2.3990 -2.3254 -0.9366
C -2.1361 -0.6471 -0.4835
N -0.7788 -0.0022 -0.0488
C -0.9424 1.2611 0.1572
O -2.4305 1.4738 -0.0886
N -2.9025 0.4033 -0.3734
H 0.1232 1.4963 0.4299
```


Which of these has the lowest Kohn-Sham gap? C33H66O11


Which formula does entry 1 have? C33H66O11